Record 1
The following is a quantum chemistry calculation of a 7-piece molecular cluster, C6H22O6 overall at a distorted geometry, from OMol25.

Geometry as ORCA input:
```
! RIJCOSX wB97M-V def2-TZVPD def2/J DEFGRID3
* xyz 0 1
O -3.26185 0.59580 -0.47827
H 3.30180 0.63612 0.66794
H -1.04159 1.03976 3.38681
O 2.90925 -0.10704 1.12658
H 2.32592 0.63026 -2.02742
H -1.61704 -2.62823 -2.64321
H -2.88611 0.21467 0.32054
C 1.84468 2.79245 -1.41101
C 1.70045 2.31306 0.00137
H -0.24751 -0.81964 0.58573
H 0.94119 3.25105 -1.80858
H -1.39711 -3.51202 -1.48191
H 0.69168 -4.45723 -0.05137
C 1.71477 1.49258 -2.31842
H -0.32093 2.96864 0.55495
H -3.49547 -0.17791 -1.00271
H -1.59089 2.16040 2.21489
H 1.07064 -0.29517 0.13671
H -3.24806 -2.52241 -0.21569
C -0.67511 1.75031 2.64878
O 0.38559 -0.92316 -0.13711
C 0.52842 1.86473 2.09531
H 2.83726 3.19386 -1.59277
H -2.00177 -2.70163 0.53119
H 0.67709 1.17005 -2.26180
H 0.44184 -3.09610 -0.52366
H 1.34255 1.31675 2.50977
H 2.66739 2.08227 0.41250
H 3.60746 -0.77193 1.09758
C 0.64920 2.53609 0.78089
H 2.09805 1.67673 -3.31890
O -2.92396 -2.46424 0.69855
O -0.06004 -3.89344 -0.26508
O -1.97283 -2.77521 -1.75681
*
```

Orbital gap, hartree: 0.326
Relative energy (zero: lowest compared OMol25 entry of this formula, charge and spin), kJ/mol: 288.6
Strongest force on any atom, Eh/bohr: 0.0645
Highest occupied orbital energy, eV: -8.725
DFT total energy, eV: -18862.0004
LUMO energy, eV: 0.16

Here are the natural (NBO) charges for atoms 1 to 4, given in e:
1. O -0.946
2. H 0.470
3. H 0.204
4. O -0.940

Record 2
The following is a quantum chemistry calculation of C5H9NO in the gas phase at a distorted geometry, from OMol25.

Geometry as ORCA input:
```
! RIJCOSX wB97M-V def2-TZVPD def2/J DEFGRID3
* xyz 0 1
H 1.65984 -0.67918 -1.22966
H 0.65616 -1.99960 -0.36750
H -0.84086 0.61335 2.02324
H 0.86385 1.00139 -1.52076
H -2.93605 0.06453 0.70344
C -0.04752 0.61964 -0.93443
C 1.32584 -1.14075 -0.23548
N -1.24778 1.16046 -0.14094
H -0.41725 -0.13447 -1.62868
H 2.24378 -1.40834 0.27607
C 0.58427 0.04943 0.30804
H 1.38211 1.81588 0.61967
O 1.53590 0.90924 0.91484
C -1.97014 -0.08896 0.21625
H -1.96944 -0.93850 -0.46909
C -0.77554 0.26925 0.99243
*
```

Orbital gap, hartree: 0.377
Relative energy (zero: lowest compared OMol25 entry of this formula, charge and spin), kJ/mol: 405.6
Strongest force on any atom, Eh/bohr: 0.0480
Highest occupied orbital energy, eV: -9.276
DFT total energy, eV: -8865.0088
LUMO energy, eV: 0.98

Here are the natural (NBO) charges for atoms 1 to 4, given in e:
1. H 0.198
2. H 0.215
3. H 0.217
4. H 0.220

Record 3
The following is a quantum chemistry calculation of C15H18Cl5NO2S3Sn as an isolated structure at a distorted geometry, from OMol25.

Geometry as ORCA input:
```
! RIJCOSX wB97M-V def2-TZVPD def2/J DEFGRID3
* xyz 2 1
C 2.24057 -3.65873 0.18736
C 2.14876 -1.43227 1.91009
N -2.06220 -1.74949 0.63401
H 0.51654 3.18015 -2.43430
O -1.16644 0.43507 2.19853
C -2.87411 -1.61726 1.86672
Cl 4.24500 -4.80313 1.55819
C 1.72505 2.85015 -0.64208
C 3.10063 -3.57094 1.29234
Cl 4.11125 -2.36983 3.49068
Cl 0.22050 -2.69223 -1.34740
H -1.56768 -2.63994 0.65268
S -2.41463 1.29243 -0.76599
H -2.84823 1.81265 -3.02503
H -1.23520 0.02777 -3.30592
H -1.31266 -2.46040 3.11706
C 1.31162 -2.64178 -0.02133
C -0.87566 1.04066 -3.12111
C -1.94062 1.87467 -2.42353
H -0.64381 1.50039 -4.08218
Cl 2.30347 -4.99634 -0.87173
C 1.26909 -1.58017 0.86103
C -0.90926 3.52748 0.24630
H 2.59306 2.25350 -0.35732
H -2.64546 -1.73676 4.00716
C -2.02193 -1.62596 3.12206
H 2.00203 3.90382 -0.59601
H -2.44711 2.40490 1.27290
C -1.19099 -0.36014 3.28097
H -1.66753 2.92380 -2.33972
C -2.23026 2.77328 0.26872
H -0.99585 4.31425 0.99668
Cl 2.13746 -0.00689 2.84597
S 0.69747 0.79804 -2.25943
H 2.15733 2.60289 -2.70352
H -0.70951 4.00634 -0.71024
H -2.68959 -1.78239 -0.16540
S 0.55959 2.55818 0.72203
O -0.59992 -0.10200 4.28926
Sn -0.29731 -0.05526 0.40484
C 3.05241 -2.47263 2.16121
H -3.43464 -0.68485 1.80762
C 1.28482 2.50877 -2.05672
H -3.02457 3.45622 -0.03556
H -3.59459 -2.43643 1.91780
*
```

Orbital gap, hartree: 0.233
Relative energy (zero: lowest compared OMol25 entry of this formula, charge and spin), kJ/mol: 0.0
Strongest force on any atom, Eh/bohr: 0.0402
Highest occupied orbital energy, eV: -14.605
DFT total energy, eV: -122367.0499
LUMO energy, eV: -8.26

Here are the natural (NBO) charges for atoms 1 to 4, given in e:
1. C -0.118
2. C -0.096
3. N -0.838
4. H 0.233

Record 4
The following is a quantum chemistry calculation of C6H6N4O as an isolated structure at a distorted geometry, from OMol25.

Geometry as ORCA input:
```
! RIJCOSX wB97M-V def2-TZVPD def2/J DEFGRID3
* xyz 0 1
C -1.23460 -0.82555 1.14302
C -1.65052 -1.51186 -2.19285
H 2.64341 1.67566 0.40544
O -1.95220 -1.30426 1.85163
C -0.06768 0.06782 1.53515
N -2.01957 -1.71942 -1.08708
H 1.35467 0.75010 -1.39504
N -1.12071 -0.97010 -0.23303
H 1.60041 2.50822 1.23907
N 0.71163 0.44099 -0.68974
N -0.56782 -0.71827 -2.34414
C 0.87144 0.66531 0.67714
H 1.83290 1.44577 1.93606
C 1.86008 1.65411 1.03572
C -0.30983 -0.46684 -1.17780
H -2.14146 -2.09831 -3.07017
H 0.18986 0.40662 2.36662
*
```

Orbital gap, hartree: 0.351
Relative energy (zero: lowest compared OMol25 entry of this formula, charge and spin), kJ/mol: 487.1
Strongest force on any atom, Eh/bohr: 0.2076
Highest occupied orbital energy, eV: -8.968
DFT total energy, eV: -14322.4679
LUMO energy, eV: 0.57

Here are the natural (NBO) charges for atoms 1 to 4, given in e:
1. C 0.700
2. C 0.192
3. H 0.222
4. O -0.497

Record 5
The following is a quantum chemistry calculation of C43H62F10N10O21S2Zn as an isolated structure at a distorted geometry, from OMol25.

Geometry as ORCA input:
```
! RIJCOSX wB97M-V def2-TZVPD def2/J DEFGRID3
* xyz 0 1
F -0.52435 -1.94551 -1.63414
C -0.61791 4.92340 -0.11235
H 1.09218 3.71081 -0.49981
C -0.08789 5.98241 -1.09608
H 7.12404 -3.74446 1.85684
F 1.18605 -2.95852 -0.90324
O 0.61760 0.66219 -0.18115
S 0.60328 -0.71675 0.31584
H 5.02549 -4.92020 1.58042
H -1.21500 -6.28930 1.43568
H 0.29270 0.01668 4.19443
C 5.01830 -3.95783 2.06208
H 0.86484 -2.34174 -5.84741
C -2.58827 -4.07482 -5.46362
C 5.09388 -1.57317 3.41718
C 4.37382 3.41888 0.17332
C -0.36088 -3.54109 -4.65154
H 5.38778 0.31742 -4.09399
H 1.93794 3.81928 3.69818
C -6.04516 -3.51471 3.67317
O 0.29540 2.60019 -5.11784
F -2.83794 -3.94403 2.24410
H -2.16956 6.17886 0.78390
C -0.09505 -2.81398 -5.79742
H 0.65957 5.39646 -1.65692
F 1.46349 -1.24881 -2.19114
H -0.07019 2.93331 -2.46966
C -1.32534 5.56543 1.07999
C 3.88583 1.12474 -0.18276
H 2.93310 -3.99542 2.34228
C -1.08309 -2.59801 -6.67828
H -0.38891 7.03333 -2.87146
C 6.22994 -3.25943 2.10657
H 0.02308 -1.17063 5.46352
O -1.99528 0.20901 -1.46463
F 0.56583 -3.82225 -3.70420
C 0.14526 -0.15307 5.21498
H -4.53903 5.18192 -1.80539
N 0.21854 2.80240 3.38973
N -1.44757 3.94659 -0.87596
O -1.93661 -1.28989 3.26235
H -1.14245 4.71664 -3.43265
H -3.48126 -4.66099 -5.35206
H 0.18009 3.38437 1.04910
H 3.87912 -4.02356 -1.49997
O -0.36113 1.86500 2.81258
C -2.52163 -2.86193 1.47457
O 1.28768 0.47621 7.16226
H 4.13391 -0.27178 1.35227
C 1.67596 2.90580 3.20942
H 5.10202 3.92882 2.11681
H 1.56497 3.06079 -3.24460
C 3.95696 2.39529 -0.71718
O -4.13151 -0.00299 -1.43383
H -3.07012 -3.67195 5.26442
C 4.16760 0.83380 1.14872
H -3.67078 3.61583 -3.42510
C -3.08712 3.26262 -2.59815
C -1.54430 -4.18487 -4.49697
O -0.19717 0.76213 -4.04353
Zn -1.44424 1.25816 0.35873
H -1.70532 -4.82874 -3.66911
F -2.25701 -3.20250 0.17633
N 0.24761 1.91089 -4.11015
F -3.65012 -2.11020 1.51310
C 3.86023 -2.09116 3.12235
C 0.57171 4.15619 0.35517
H 3.96734 -5.40228 -2.81431
C -1.77618 5.37718 -2.81727
C -4.12290 -3.87956 5.11026
H -0.92982 -1.87033 -7.49474
F 3.38922 0.13942 -0.94785
H -6.28943 -6.51618 5.31757
N 1.38088 0.23136 5.98022
C 4.50240 1.88507 2.05483
H -3.14292 -2.94158 -7.22100
H -2.56756 5.69925 -3.44773
H 2.08004 1.96442 3.66678
C 6.26016 -2.10244 2.88769
H -1.90344 -1.01748 -3.60296
O -3.44512 0.74087 1.68425
C -6.63298 -4.72567 4.15641
H -0.71556 -4.85565 2.29351
H -0.11635 -6.59827 2.69568
N 4.09179 -3.33245 -3.48353
H -2.60776 2.68491 2.62149
H -0.70265 0.37191 5.63781
C -1.06554 6.47859 -2.15574
C -3.66668 5.11783 -1.12262
O 4.20915 -3.67137 -4.63324
O -0.06502 -2.70868 2.54980
H 4.65386 1.62513 3.07965
H 0.31815 6.76566 -0.44842
C -4.88566 -3.07547 4.25639
C -5.91725 -5.55220 5.06017
H -3.91592 2.67314 3.77344
H -6.59963 -2.95665 2.95066
H -3.95061 4.51252 -0.18594
O 2.58739 0.18557 -4.67855
S -1.19622 -1.85400 2.22630
H -3.72706 -1.30279 -3.65152
H -3.40712 6.08546 -0.77181
C -2.87580 -0.60392 -3.44814
H 7.19180 -1.64948 3.12484
H 5.29581 1.00749 -5.66251
C -0.39899 -5.80446 1.93539
O 3.59336 2.05883 -4.25772
O -0.28064 3.51670 4.23469
O 0.56357 -5.36007 -0.15634
H 3.98333 2.65167 -1.73193
O 2.39776 0.21844 5.28935
F -7.83076 -5.15046 3.65669
C -2.50337 4.42585 -1.81497
N 0.72195 -5.68074 1.02569
O 4.48862 -2.29681 -3.00570
C 0.68211 -1.80985 -1.26353
O -5.43953 1.51925 2.05015
H -0.62616 6.17231 1.62011
N 3.57857 0.88802 -4.61061
H -2.97403 0.22210 -4.10695
H -1.65351 4.71293 1.79188
C 3.82712 -3.36585 2.49429
H -4.13208 3.71394 2.24576
C 4.66767 3.17024 1.48185
C -2.32351 -3.22318 -6.52605
N -3.05303 -0.08558 -1.97962
O 1.83511 -5.87012 1.52307
C 0.81658 2.41865 -2.89356
H 4.63342 -0.67003 -5.36703
H -2.41356 2.50048 -2.93012
H -4.50580 -2.09152 3.88917
H 2.54625 -4.28843 -2.54451
H 4.57532 4.34596 -0.21978
O 1.64342 -1.18484 1.15130
N -4.26352 1.61247 2.05250
C 3.61559 -4.36106 -2.48799
O -2.03552 3.02443 0.04740
H 1.04446 1.53561 -2.30020
H 1.22418 4.86437 0.90045
C -4.67334 -5.12631 5.44287
H -3.95528 -5.82883 5.93100
H -1.64057 7.19453 -1.64177
C 4.82943 0.29535 -4.99340
F 5.22674 -0.45131 4.13380
N -0.92403 -0.81325 0.98985
C -3.66313 2.80968 2.70606
H -3.77974 2.79347 -1.84164
H 1.90907 2.92052 2.14002
H 2.89002 -1.62390 3.31216
*
```

Orbital gap, hartree: 0.266
Strongest force on any atom, Eh/bohr: 0.0625
Highest occupied orbital energy, eV: -7.924
DFT total energy, eV: -200732.7058
LUMO energy, eV: -0.69

Here are the Löwdin charges for atoms 1 to 4, given in e:
1. F 0.187
2. C -0.538
3. H 0.079
4. C -0.122